No. 1
Computed, not measured: a 7-piece molecular cluster, C5H24N2O7 overall in a non-equilibrium geometry, with ωB97M-V with the def2-TZVPD basis set.

ORCA input file:
```
! RIJCOSX wB97M-V def2-TZVPD def2/J DEFGRID3
* xyz 0 1
C -1.403 1.454 -2.486
N -0.602 0.689 -1.501
C 0.792 1.306 -1.514
C 1.763 0.357 -0.744
N 1.538 0.801 0.609
C 2.264 0.390 1.799
C 1.512 -0.628 2.697
O 0.898 -0.402 3.711
H -1.132 1.201 -3.573
H -2.443 1.312 -2.525
H -1.312 2.513 -2.412
H -1.009 0.805 -0.549
H 0.826 2.234 -0.902
H 1.269 1.301 -2.544
H 2.754 0.496 -1.153
H 1.485 -0.666 -0.869
H 0.576 0.754 0.924
H 2.238 1.443 2.457
H 3.310 -0.029 1.591
H 1.529 -1.631 2.145
O 1.599 -2.937 -0.772
H 2.548 -3.053 -0.910
H 1.129 -3.704 -0.517
O 0.366 3.083 2.390
H -0.262 2.527 2.060
H 1.173 2.917 1.847
O -2.339 1.339 1.068
H -1.572 1.067 1.524
H -2.849 0.659 0.806
O -1.098 -2.331 -2.189
H -0.123 -2.213 -1.875
H -1.200 -1.336 -2.146
O -2.608 -2.296 -0.040
H -2.218 -2.330 -0.928
H -3.464 -1.918 -0.208
O -0.973 -0.814 1.503
H -1.388 -1.374 0.904
H -1.577 -0.985 2.321
*
```

Summary:
Kohn-Sham gap (eV): 8.79
E (Ha): -840.9759
SMILES: CNCCNCC=O.O.O.O.O.O.O
Energy relative to the best compared isomer or geometry (same formula, charge and spin) (eV): 4.672



No. 2
Computed, not measured: C5H25B4Be2Cl11 as an isolated structure in a non-equilibrium geometry, with ωB97M-V with the def2-TZVPD basis set.

ORCA input file:
```
! RIJCOSX wB97M-V def2-TZVPD def2/J DEFGRID3
* xyz 0 1
Be 2.432 0.095 -0.514
Be -1.246 1.276 -1.987
B -0.932 3.563 -1.097
H -0.704 4.578 -0.656
H -0.678 2.719 -0.372
H -2.017 3.409 -1.444
H -0.252 3.434 -2.000
B -0.085 -0.355 -0.315
H 0.188 0.596 0.232
H -1.193 -0.581 -0.346
H 0.243 -0.256 -1.407
H 0.519 -1.241 0.064
B 1.444 1.753 -2.544
H 1.733 2.815 -2.788
H 0.666 1.258 -3.236
H 2.380 1.080 -2.520
H 1.007 1.754 -1.504
B 2.891 2.541 0.141
H 3.531 1.810 0.764
H 1.797 2.249 0.204
H 3.116 3.570 0.553
H 3.269 2.414 -0.921
C 2.233 -3.177 3.392
Cl 0.866 -2.608 4.402
Cl 3.738 -2.332 3.494
Cl 1.759 -3.139 1.667
H 2.436 -4.198 3.701
C 0.605 -2.554 -4.119
Cl -0.991 -1.773 -3.999
Cl 1.854 -1.751 -3.200
H 0.459 -3.579 -3.788
H 0.915 -2.623 -5.159
C 0.384 0.754 3.552
Cl 2.142 0.674 3.818
Cl 0.043 2.185 2.570
H 0.114 -0.135 2.988
H -0.105 0.807 4.521
C -3.991 0.033 1.825
Cl -2.812 -0.024 3.107
Cl -3.273 0.660 0.323
H -4.309 -0.987 1.621
H -4.866 0.610 2.109
C -2.965 -3.015 -0.355
Cl -4.737 -3.164 -0.110
Cl -2.049 -3.482 1.101
H -2.780 -3.693 -1.182
H -2.776 -1.970 -0.586
*
```

Summary:
Kohn-Sham gap (eV): 5.78
E (Ha): -5395.9122



No. 3
Computed, not measured: C5H25FeN4O9 as an isolated structure in a non-equilibrium geometry, with ωB97M-V with the def2-TZVPD basis set.

ORCA input file:
```
! RIJCOSX wB97M-V def2-TZVPD def2/J DEFGRID3
* xyz 1 5
Fe 12.203 -18.076 11.764
C 15.294 -17.349 10.875
O 14.113 -18.141 10.942
H 16.118 -17.822 10.341
H 15.073 -16.368 10.456
H 15.661 -17.033 11.851
C 15.932 -20.890 10.284
C 15.016 -21.240 9.102
O 13.819 -20.445 8.998
O 15.170 -20.882 11.474
H 16.604 -20.037 10.191
H 16.645 -21.698 10.447
H 14.779 -22.304 9.112
H 15.593 -21.161 8.181
H 14.030 -19.580 9.357
H 14.845 -19.982 11.557
C 16.291 -12.524 12.232
O 15.918 -11.644 13.027
N 16.475 -13.761 12.646
N 16.420 -12.439 10.986
H 16.187 -14.113 13.548
H 16.705 -14.475 11.970
H 16.970 -13.072 10.424
H 16.273 -11.511 10.616
C 19.251 -16.255 11.815
O 19.563 -15.506 12.708
N 19.085 -15.880 10.559
N 19.004 -17.564 11.880
H 18.780 -16.539 9.856
H 19.229 -14.916 10.294
H 18.877 -17.959 12.802
H 18.719 -17.968 10.999
O 14.617 -15.610 7.498
H 15.102 -15.892 8.274
H 13.734 -15.954 7.629
O 18.321 -18.033 8.967
H 18.407 -18.973 8.805
H 18.420 -17.631 8.104
O 13.044 -18.041 13.654
H 13.995 -18.085 13.750
H 12.716 -17.950 14.549
O 15.671 -18.473 14.508
H 15.950 -17.891 15.215
H 16.487 -18.772 14.108
*
```

Summary:
Kohn-Sham gap (alpha / beta) (eV): 4.88 / 4.77
E (Ha): -2365.0655



Question: What is the E in the first record?
Answer: -840.9759 Ha



Question: Look up the E of the second one.
Answer: -5395.9122 Ha



Question: Look up the E of the second one.
Answer: -5395.9122 Ha